This record from OMol25 describes 7 unconnected molecules or ions with the total composition C45H74ClF12NO14S. The level of theory is ωB97M-V with the def2-TZVPD basis set.

```
148
Properties=species:S:1:pos:R:3:forces:R:3:mulliken_charge:R:1
C 6.303951 -5.818715 3.507519 0.07 0.06 -0.03 -1.40
C 5.877651 -5.991465 2.047574 -0.23 -0.04 0.47 0.30
C 4.566433 -5.247064 1.788189 0.12 -0.17 0.15 -0.25
O 4.330359 -4.988457 0.416126 -0.13 0.11 0.02 -0.44
C 5.128235 -3.949414 -0.123992 0.08 -0.05 -0.27 0.06
C 4.353525 -2.621287 -0.302427 -0.42 -0.44 -0.13 -0.42
C 3.120470 -2.464236 0.594139 -0.07 -0.09 0.17 0.07
C 1.875000 -3.204459 0.044475 0.18 -0.15 0.05 -0.39
C 0.662635 -2.345564 0.047025 0.10 -0.06 -0.13 0.12
F 0.539700 -1.473914 -0.985691 0.08 -0.09 0.23 -0.37
C -0.261956 -2.309256 0.984634 -0.43 0.18 0.31 0.34
F -0.280803 -3.096912 2.056820 0.04 0.23 -0.34 -0.27
F -1.290272 -1.463872 0.993504 0.28 -0.35 0.00 -0.16
O 5.263372 -1.522812 -0.331031 0.08 -0.01 0.03 -0.42
C 5.774234 -0.876099 0.796379 -0.04 0.40 -0.25 1.44
Cl 5.828393 -1.886932 2.287904 0.10 -0.16 0.09 -0.18
C 4.951730 0.410869 1.051874 0.30 0.11 0.04 -1.34
C 5.002162 1.019786 2.454053 -0.08 0.27 0.08 -1.67
C 3.824018 0.651690 3.351600 -0.07 -0.08 0.18 1.18
F 3.288699 -0.548623 3.017384 0.05 0.22 0.10 -0.19
F 4.225342 0.583272 4.652320 -0.13 0.00 -0.32 -0.38
C 2.706042 1.746260 3.274060 0.13 0.21 0.07 0.36
F 2.523674 2.086990 1.982259 0.03 -0.16 0.30 -0.26
F 3.152575 2.828116 3.935829 -0.17 -0.21 -0.31 -0.28
S 0.977487 1.295629 3.960644 -0.02 -0.03 -0.01 1.44
F 0.315602 2.423849 3.048903 0.05 -0.02 0.09 -0.34
F 0.809752 0.244441 2.775699 0.00 0.07 0.09 -0.19
F 1.584169 0.175893 4.901726 -0.05 0.06 -0.12 -0.30
F 1.086755 2.339056 5.148194 0.02 -0.09 -0.09 -0.34
F -0.467391 0.902577 4.466241 0.07 0.03 -0.03 -0.32
C 7.225715 -0.554976 0.386204 0.06 -0.25 0.09 -1.75
N 8.052790 0.042891 1.423352 0.07 0.16 -0.05 0.13
C 9.305759 -0.557301 1.689047 0.28 -0.07 0.07 0.23
C 9.397345 -1.879629 2.132632 0.29 -0.02 -0.11 0.18
C 10.640441 -2.444308 2.408618 0.01 0.35 -0.09 -0.85
C 11.812608 -1.699700 2.268822 -0.36 0.15 -0.09 -0.50
C 11.722887 -0.378767 1.829301 -0.23 -0.30 0.12 -0.58
C 10.482741 0.183413 1.533226 0.20 -0.23 0.22 -0.61
H 5.478473 -6.042139 4.188621 0.02 -0.03 -0.02 0.34
H 6.622310 -4.791977 3.707720 -0.05 -0.01 -0.03 0.26
H 7.134774 -6.476048 3.768924 -0.03 0.00 -0.03 0.42
H 6.661816 -5.630635 1.380067 -0.03 -0.06 -0.05 -0.16
H 5.708121 -7.054869 1.862256 0.16 0.04 -0.25 0.37
H 3.731981 -5.866699 2.129945 0.00 0.07 -0.04 0.39
H 4.545840 -4.327372 2.383742 0.04 0.05 -0.13 0.07
H 5.459268 -4.284489 -1.107823 0.01 0.01 0.06 0.17
H 6.040328 -3.789227 0.448952 -0.08 0.03 0.10 0.15
H 3.970286 -2.639501 -1.327139 0.08 0.25 0.03 0.41
H 3.314957 -2.829323 1.602218 -0.01 0.15 -0.06 -0.02
H 2.874384 -1.407237 0.692234 0.06 -0.04 -0.12 0.11
H 2.054192 -3.557577 -0.974190 -0.08 0.07 -0.02 0.39
H 1.682441 -4.099618 0.637547 -0.01 0.08 -0.05 0.25
H 3.924924 0.261206 0.728256 0.05 -0.09 0.05 0.45
H 5.373590 1.146212 0.360914 -0.13 -0.03 -0.04 0.59
H 5.000278 2.108666 2.359953 0.06 -0.06 0.08 0.55
H 5.910510 0.756417 2.993681 -0.01 -0.13 -0.07 0.54
H 7.670900 -1.489043 0.036197 -0.03 0.00 0.08 0.45
H 7.158020 0.108237 -0.482272 -0.04 -0.07 -0.01 0.39
H 8.193610 1.030622 1.269934 -0.10 0.01 -0.06 0.33
H 8.503250 -2.473966 2.262707 -0.04 0.08 -0.02 0.44
H 10.682181 -3.470246 2.753036 0.03 0.01 -0.01 0.39
H 12.774898 -2.139327 2.498857 -0.03 0.02 -0.02 0.38
H 12.623505 0.210851 1.712782 -0.03 0.03 -0.02 0.37
H 10.443311 1.210709 1.186434 -0.10 -0.02 -0.02 0.33
O -6.662441 2.720485 2.324611 -0.02 0.02 -0.05 -0.63
C -5.468135 2.769619 2.188717 0.11 -0.07 0.27 1.12
O -4.913175 2.132518 1.145502 -0.07 0.02 -0.12 -0.27
C -3.520325 2.241808 0.814839 0.17 -0.06 -0.01 -0.57
C -2.671385 1.278036 1.614439 -0.12 0.04 0.08 -0.88
C -4.585813 3.450303 3.208423 0.04 0.26 -0.17 -1.33
H -3.183314 3.274142 0.919044 -0.02 0.00 0.03 0.42
H -3.475167 1.997739 -0.245229 -0.05 0.00 0.00 0.41
H -2.715529 1.496096 2.681826 0.05 0.04 0.00 0.20
H -1.631497 1.338184 1.295551 0.01 -0.02 -0.02 0.31
H -3.021218 0.258411 1.465475 0.01 -0.02 -0.04 0.26
H -4.404586 2.749716 4.023862 0.00 -0.02 0.01 0.25
H -5.127194 4.306158 3.603012 -0.07 -0.07 0.06 0.39
H -3.629560 3.793194 2.822766 0.03 -0.08 0.02 0.40
O 8.135924 -4.012635 -1.265386 0.07 0.13 0.05 -0.46
C 8.377713 -4.981405 -1.931821 0.07 -0.08 0.08 0.91
O 7.474855 -5.982348 -1.942364 -0.09 0.05 -0.04 -0.36
C 7.582202 -7.124081 -2.799748 0.02 -0.13 -0.04 -0.43
C 8.458153 -8.204594 -2.202277 0.04 0.06 0.08 -1.03
C 9.675091 -5.129102 -2.689403 -0.09 0.05 -0.20 -1.36
H 7.916005 -6.825945 -3.794343 0.02 0.01 0.02 0.36
H 6.559052 -7.481823 -2.900105 -0.01 0.02 0.02 0.37
H 9.486528 -7.865839 -2.074927 0.01 0.00 -0.05 0.28
H 8.465085 -9.082739 -2.848247 -0.01 0.00 -0.01 0.39
H 8.077689 -8.495429 -1.223289 -0.02 -0.02 -0.01 0.29
H 10.429649 -5.508036 -2.000508 0.01 -0.01 0.01 0.29
H 9.980993 -4.142057 -3.025569 0.02 0.02 0.10 0.33
H 9.623146 -5.789658 -3.550367 0.02 -0.05 0.05 0.38
O -5.228928 5.624620 -4.482800 0.03 0.05 -0.06 -0.59
C -5.776499 5.591083 -3.411504 -0.11 -0.19 0.02 0.67
O -5.141534 4.968525 -2.397632 0.13 0.10 0.03 -0.38
C -5.648855 4.970847 -1.055554 -0.07 -0.09 0.14 -0.40
C -6.697535 3.904389 -0.829286 -0.08 0.01 -0.33 -0.35
C -7.162946 6.134136 -3.186046 0.23 0.28 -0.03 -0.88
H -6.012771 5.962761 -0.785307 0.00 0.01 -0.04 0.39
H -4.768210 4.779542 -0.441166 0.01 -0.02 -0.03 0.16
H -7.578195 4.077673 -1.448708 -0.02 0.07 0.06 0.13
H -7.014921 3.891048 0.210151 -0.02 -0.01 0.05 0.09
H -6.298560 2.922450 -1.081549 0.04 -0.01 0.07 0.24
H -7.879830 5.368786 -3.472992 -0.06 -0.02 0.02 0.17
H -7.304615 6.998479 -3.830004 0.01 -0.08 -0.09 0.43
H -7.373699 6.427432 -2.164724 -0.09 -0.08 0.02 0.31
O -8.345087 -1.514900 6.620794 -0.03 -0.01 0.02 -0.58
C -7.485989 -1.467530 5.784659 -0.01 -0.09 -0.05 0.70
O -7.525657 -0.474892 4.874493 0.02 0.11 0.06 -0.36
C -6.473049 -0.241476 3.931501 0.10 -0.01 -0.16 -0.12
C -6.608865 -1.102178 2.693375 -0.06 -0.10 0.04 -0.94
C -6.405626 -2.522390 5.695787 0.15 0.12 0.09 -0.86
H -5.498527 -0.364699 4.409214 -0.02 -0.02 0.01 0.29
H -6.573749 0.805447 3.653406 -0.10 -0.03 0.10 0.06
H -6.529365 -2.165149 2.924717 0.05 0.01 0.00 0.35
H -5.830710 -0.846174 1.973305 0.00 0.03 -0.01 0.24
H -7.578793 -0.929779 2.227622 0.01 0.03 -0.02 0.29
H -6.800503 -3.367630 5.132859 -0.01 -0.01 -0.01 0.25
H -6.180110 -2.856017 6.705083 -0.09 -0.04 0.00 0.31
H -5.484618 -2.189794 5.225427 -0.03 -0.03 -0.06 0.30
O -1.528775 2.563943 -9.668312 0.02 -0.02 -0.03 -0.57
C -2.211992 3.392062 -9.130002 -0.08 0.01 -0.04 0.71
O -2.755298 3.103604 -7.934064 0.09 -0.01 0.06 -0.36
C -3.461722 4.074024 -7.144624 -0.11 0.06 0.08 -0.34
C -4.915253 4.194526 -7.542369 -0.05 -0.02 -0.09 -0.85
C -2.519002 4.717390 -9.790869 0.14 0.12 0.11 -0.87
H -2.948387 5.035263 -7.172349 0.00 0.00 -0.01 0.35
H -3.385403 3.706164 -6.124007 0.01 -0.02 -0.01 0.25
H -5.030483 4.549783 -8.567492 0.03 0.03 0.01 0.30
H -5.416424 4.891043 -6.870971 0.01 -0.02 0.02 0.27
H -5.404934 3.222936 -7.470112 0.00 0.00 0.03 0.28
H -3.361117 4.573495 -10.467099 -0.02 0.00 -0.01 0.24
H -1.651410 5.007850 -10.377345 -0.02 -0.08 -0.06 0.30
H -2.758935 5.521556 -9.101325 -0.07 -0.02 -0.01 0.30
O -10.015843 5.894775 -2.129835 -0.08 0.05 -0.05 -0.56
C -10.847659 5.068150 -1.865245 0.07 -0.08 -0.03 0.82
O -10.513725 4.096422 -0.997170 0.02 0.04 0.09 -0.36
C -11.450159 3.137680 -0.489970 -0.06 -0.12 0.02 -0.42
C -11.613992 1.954499 -1.419770 0.05 0.05 -0.09 -1.00
C -12.206204 5.057715 -2.522608 -0.11 0.09 0.18 -1.08
H -12.402215 3.618207 -0.261497 0.00 0.01 -0.03 0.35
H -11.018705 2.816915 0.456288 0.03 0.02 0.00 0.36
H -12.028897 2.251634 -2.383320 -0.04 0.01 0.02 0.27
H -12.280680 1.216510 -0.973505 0.00 0.00 0.02 0.38
H -10.647478 1.484925 -1.601561 0.00 -0.01 0.03 0.30
H -12.116963 4.548397 -3.481863 0.00 -0.01 -0.01 0.27
H -12.499070 6.088079 -2.705336 0.07 0.00 -0.07 0.33
H -12.984245 4.572530 -1.939969 0.02 -0.06 -0.03 0.33
```
Forces are in eV/Å.

Kohn-Sham gap   8.612 eV
Total energy   -133985.53444 eV
Largest force on an atom   0.6 eV/A
SMILES string   CCCOC[C@@H](CCC(F)=C(F)F)O[C@](Cl)(CCC(F)(F)C(F)(F)S(F)(F)(F)(F)F)CNc1ccccc1.CCOC(C)=O.CCOC(C)=O.CCOC(C)=O.CCOC(C)=O.CCOC(C)=O.CCOC(C)=O
HOMO energy   -0.308 Eh